1.
Here is an isolated molecule of C12H14O in a non-equilibrium geometry from the Open Molecules 2025 dataset. Energies are from the ωB97M-V functional and the def2-TZVPD basis.

Each line ends with the Mulliken charge.
Geometry (Å):
C  -3.53  -0.13  -0.27  -0.47
C  -3.09  -0.79  0.87  -0.50
C  -2.70  0.81  -0.87  -0.62
C  -1.86  -0.51  1.42  -0.57
C  -1.45  1.09  -0.33  -0.38
C  -1.00  0.44  0.83  1.10
C  2.17  1.72  0.15  -0.45
C  1.13  1.82  0.96  -0.46
C  2.60  0.41  -0.47  -0.76
C  0.29  0.69  1.37  -0.89
C  1.78  -0.75  -0.02  0.81
C  0.82  -1.37  -0.98  -1.55
O  2.37  -1.54  0.92  -0.54
H  -4.50  -0.34  -0.69  0.38
H  -3.74  -1.52  1.35  0.38
H  -3.02  1.33  -1.76  0.38
H  -1.54  -1.02  2.32  0.36
H  -0.82  1.83  -0.79  0.39
H  2.77  2.58  -0.11  0.42
H  0.87  2.79  1.37  0.36
H  2.54  0.50  -1.56  0.30
H  3.65  0.23  -0.20  0.41
H  0.53  0.26  2.33  0.36
H  0.15  -0.61  -1.39  0.30
H  0.21  -2.14  -0.50  0.43
H  1.37  -1.83  -1.81  0.41
H  1.78  -2.27  1.17  0.38

## Properties
HOMO (spin up / spin down) = -6.700 / -6.666 eV
LUMO (spin up / spin down) = 0.626 / 0.272 eV
Orbital gap (spin up / spin down) = 7.326 / 6.938 eV
Energy above the lowest of the compared OMol25 structures with the same formula, charge and spin = 30.28 kcal/mol


2.
Here is a structure of composition C3H9ClOPS in a non-equilibrium geometry from the Open Molecules 2025 dataset. Energies are from the ωB97M-V functional and the def2-TZVPD basis.

Each line ends with the Mulliken charge.
Geometry (Å):
C  0.79  -2.26  0.75  -0.73
C  0.58  0.56  -1.71  -0.89
C  -0.12  1.87  0.92  -0.91
O  0.80  -0.81  0.72  -0.32
P  -0.05  0.29  -0.02  0.72
S  -2.57  -0.79  -0.35  0.08
Cl  -3.84  0.75  -0.07  -0.06
H  0.98  -2.69  -0.18  0.38
H  0.02  -2.81  1.37  0.32
H  1.61  -2.56  1.36  0.31
H  1.49  0.10  -1.91  0.39
H  0.75  1.65  -1.76  0.36
H  -0.26  0.19  -2.48  0.31
H  0.83  1.99  1.57  0.35
H  -0.95  1.86  1.61  0.34
H  -0.05  2.67  0.16  0.36

## Properties
HOMO = -13.276 eV
LUMO = -5.900 eV
Total charge = +1
Orbital gap = 7.377 eV
Energy above the lowest of the compared OMol25 structures with the same formula, charge and spin = 39.81 kcal/mol


3.
Here is a cluster of 2 separate species, C20H34N5O7S2 in total in a non-equilibrium geometry from the Open Molecules 2025 dataset. Energies are from the ωB97M-V functional and the def2-TZVPD basis.

Each line ends with the Mulliken charge.
Geometry (Å):
C  4.96  -0.02  -1.71  -1.29
C  3.84  -1.02  -1.41  -0.12
S  3.48  -2.06  -2.86  -0.15
C  2.69  -3.51  -2.09  -0.96
C  1.23  -3.76  -2.48  0.96
N  1.11  -4.39  -3.79  -0.65
C  1.19  -3.63  -4.76  0.69
O  1.42  -3.02  -5.71  -0.41
O  0.86  -4.85  -1.58  -0.50
C  0.48  -4.29  -0.40  0.45
O  0.42  -4.82  0.65  -0.53
O  0.16  -2.98  -0.65  -0.50
C  0.13  -2.76  -2.07  1.46
C  -1.26  -3.30  -2.54  -1.64
C  -2.33  -3.18  -1.45  0.21
S  -4.02  -3.41  -2.09  -0.30
C  -4.80  -2.07  -1.26  0.67
N  -4.70  -1.80  0.00  -0.27
N  -5.44  -0.64  0.18  -0.48
C  -5.92  -0.31  -0.95  0.03
O  -5.55  -1.19  -1.94  -0.29
C  0.31  -1.30  -2.46  -0.01
C  -0.88  -0.40  -2.17  -0.07
O  -1.92  -0.45  -2.76  -0.51
N  -0.68  0.58  -1.11  0.19
C  -1.27  1.85  -1.57  -0.91
C  -1.34  0.12  0.11  -0.44
H  5.02  0.68  -0.87  0.37
H  4.69  0.58  -2.58  0.36
H  5.90  -0.54  -1.86  0.33
H  4.10  -1.70  -0.60  0.38
H  2.95  -0.48  -1.07  0.12
H  2.84  -3.45  -1.01  0.37
H  3.25  -4.38  -2.43  0.50
H  -1.20  -4.35  -2.85  0.71
H  -1.60  -2.75  -3.42  0.38
H  -2.18  -3.91  -0.65  0.70
H  -2.28  -2.20  -0.97  -0.68
H  -6.53  0.54  -1.20  0.43
H  1.15  -0.92  -1.87  -0.54
H  0.63  -1.20  -3.50  0.57
H  -2.35  1.89  -1.36  0.36
H  -0.81  2.69  -1.03  0.24
H  -1.10  2.01  -2.63  0.38
H  -1.43  0.98  0.79  0.13
H  -2.35  -0.27  -0.04  0.03
H  -0.68  -0.59  0.62  0.18
C  1.71  2.57  3.53  -0.88
N  0.93  3.86  3.55  -0.11
C  1.57  4.80  2.57  -0.85
C  1.00  4.45  4.92  -0.89
C  -0.50  3.65  3.11  -0.41
C  -1.36  2.78  4.00  -0.63
O  -0.82  1.47  4.06  -0.48
H  2.77  2.82  3.59  0.37
H  1.43  1.97  4.39  0.40
H  1.50  2.05  2.60  0.38
H  2.60  4.96  2.88  0.40
H  1.02  5.73  2.58  0.39
H  1.54  4.34  1.59  0.37
H  0.61  3.74  5.64  0.38
H  0.41  5.37  4.93  0.35
H  2.04  4.67  5.15  0.39
H  -0.45  3.22  2.11  0.30
H  -0.95  4.64  3.05  0.34
H  -2.36  2.74  3.56  0.44
H  -1.45  3.20  5.01  0.44
H  -1.43  0.92  4.57  0.31

## Properties
HOMO = -10.832 eV
LUMO = -2.741 eV
Total charge = +1
Orbital gap = 8.091 eV